# 1
Computed, not measured: C19H35N2PS3Se4Ti as an isolated structure, with ωB97M-V/def2-TZVPD.

XYZ file:
```
65
Properties=species:S:1:pos:R:3:forces:R:3:mulliken_spin:R:1
H -2.61711 0.59815 0.55026 0.0 0.1 0.0 0.000
C -1.08813 -3.76329 2.12624 0.0 0.0 0.0 -0.001
C -1.23785 3.67821 -3.92801 0.2 -0.3 0.1 0.000
H 0.89080 1.85712 -4.89205 0.0 -0.1 0.0 0.000
H -3.30553 -2.41806 -1.39891 0.0 0.0 0.0 0.000
H -1.99063 0.32680 3.98731 0.0 0.0 0.0 0.000
H 2.94224 -1.90981 -0.84758 0.0 0.1 0.0 -0.007
H -1.98098 2.60386 -1.32381 0.0 -0.1 0.0 -0.003
Se 3.76940 0.79113 -2.67218 0.1 -0.2 -0.1 0.012
H -1.74527 4.17017 -3.10178 0.0 0.0 0.0 0.000
H 1.52909 -3.31321 -0.11420 -0.1 -0.1 0.0 0.000
Ti 0.78881 0.45979 -0.91254 -0.5 -0.3 -1.5 1.096
H -1.85917 -4.06719 1.41922 0.0 0.0 0.0 0.000
H -1.81530 3.81720 -4.83898 0.0 0.1 0.0 0.000
H 0.82156 -2.79601 2.17623 0.0 0.0 0.0 0.001
H -3.70729 -0.17339 -0.60984 0.0 0.0 0.0 -0.001
C -1.96970 -0.44711 3.21677 0.0 0.0 -0.1 -0.001
H -2.81271 -1.83193 1.03748 0.0 0.0 0.0 -0.001
C 3.72663 -1.67634 -0.13151 0.1 -0.1 0.0 0.004
C 0.66366 -3.81781 0.31126 0.0 0.0 0.1 0.002
H -2.20970 -3.53733 -0.60279 0.0 0.0 0.0 0.000
H 0.98695 -4.78562 0.69885 0.0 0.0 0.0 0.000
H 0.57648 0.32895 4.07007 0.0 0.0 0.0 0.000
H -0.23595 4.09038 -4.04163 0.0 0.1 0.0 0.000
C 1.29503 2.45632 1.06353 -0.1 0.4 0.2 0.021
C -2.00430 3.18567 -0.40756 -0.1 0.0 0.0 0.002
H 0.46775 -1.41353 3.87078 0.0 0.0 0.0 0.000
C 0.03753 -2.99261 1.43982 0.2 0.2 -0.3 0.003
C -0.11050 1.44233 -5.00385 -0.1 0.1 0.1 0.001
C 3.47766 -0.35190 0.49034 0.2 0.1 0.4 0.023
Se 2.62191 -0.80498 -3.94717 0.1 0.1 0.0 0.005
P -0.45215 -1.29618 0.83652 -0.9 0.0 0.3 0.031
Se 0.82112 -1.38793 -2.55438 0.1 0.0 0.0 -0.040
C 0.53570 -0.46995 3.32764 -0.1 0.0 0.0 0.000
S 4.63984 0.38850 1.52144 -0.3 -0.1 -0.3 0.003
H 1.94259 4.09799 2.36592 0.0 0.0 0.0 0.000
C -2.67444 -0.12499 -0.26191 0.1 -0.2 0.1 0.067
S -1.11595 1.90241 -3.57963 -0.3 -0.1 -0.1 -0.003
H 3.89045 2.55043 2.38908 0.0 0.0 0.0 0.000
C 3.58929 1.71448 1.77956 0.0 0.0 0.1 -0.005
C -2.19563 -1.49892 0.20077 0.2 0.0 -0.1 -0.041
H 4.68687 -1.68465 -0.64588 0.0 0.0 0.0 0.000
H -1.56078 -3.19321 2.92106 0.0 0.0 0.0 0.000
H -2.86865 -0.33144 2.61090 0.0 0.0 0.0 0.000
H -1.57955 -2.32834 -1.72225 0.0 0.0 -0.1 -0.001
H -0.67007 0.73968 2.03868 0.0 0.1 0.0 0.001
H -2.01322 -1.40672 3.72671 0.0 0.0 0.0 0.000
H -0.06080 0.35792 -5.04796 0.0 0.0 0.0 0.000
H 1.47608 -0.46569 2.77548 0.1 0.0 0.0 0.001
N 0.19232 2.16738 0.26289 0.1 0.4 0.4 -0.055
C 1.22266 3.64802 1.70253 -0.1 0.0 0.0 0.000
C 2.42649 1.53356 1.11213 0.3 -0.1 0.3 0.000
H -0.67426 -4.66965 2.57155 0.0 0.0 0.0 0.000
H -2.26192 4.21769 -0.64323 0.0 0.0 0.0 0.000
H -0.58297 1.82330 -5.90755 0.0 0.0 0.0 0.000
H -2.06599 0.22245 -1.10595 -0.1 0.1 0.0 -0.032
C -0.69142 3.13731 0.29067 0.0 0.3 0.3 0.012
H 3.75311 -2.45450 0.63510 0.0 0.0 0.0 0.002
H -0.04046 -4.00197 -0.49859 0.0 0.0 0.0 0.000
S -0.22499 4.45466 1.29395 0.0 -0.4 -0.2 0.004
H -2.79593 2.79787 0.23353 0.0 0.0 0.0 0.002
Se 2.07473 2.29946 -2.17278 0.0 -0.3 0.0 -0.044
C -0.68083 -0.28511 2.41165 0.1 -0.2 -0.1 -0.004
C -2.31889 -2.50903 -0.94135 0.0 0.0 0.1 0.004
N 2.37226 0.34920 0.38995 0.6 0.3 0.5 -0.058
```
Positions in Å, forces in eV/Å.

- E_HOMO (alpha / beta): -0.3674 / -0.3675 hartree
- Kohn-Sham gap (alpha / beta): 0.2349 / 0.2435 hartree
- Spin multiplicity: 2
- ΔE to the lowest compared entry with this formula, charge and spin: 23.2 kcal per mole
- ⟨S²⟩: 0.76
- LUMO level (alpha / beta): -3.61 / -3.37 eV
- Charge: +1
- Largest force on an atom: 1.5 eV/A

***

# 2
Computed, not measured: C19H36BO29S6Sn as an isolated structure, with ωB97M-V/def2-TZVPD.

XYZ file:
```
92
Properties=species:S:1:pos:R:3:forces:R:3:mulliken_charge:R:1
C 26.03101 -13.14306 -1.80167 2.0 -3.4 -2.4 0.775
C 17.56773 -10.88764 -2.53693 -0.4 0.6 0.7 -0.164
B 23.87755 -12.92340 -2.77010 0.4 0.3 0.0 0.800
O 14.35660 -18.93572 -9.94117 1.5 1.3 2.4 -0.512
S 16.38104 -13.17859 -2.15734 0.9 -0.9 0.8 1.062
H 22.25139 -21.49581 -1.34887 -0.2 0.0 0.0 0.295
C 27.84644 -16.50819 -9.81279 0.7 -0.2 -0.7 -0.247
H 29.94236 -16.13429 -10.19983 -0.2 0.3 -0.1 0.286
O 30.74975 -11.38324 -4.97853 0.5 -0.4 -0.1 -0.594
H 16.43194 -17.27439 -6.65033 0.6 -0.2 0.1 0.291
O 31.90819 -13.31520 -3.95247 0.3 0.9 -0.9 -0.648
H 20.49100 -21.49092 -1.51312 0.0 -0.4 -0.4 0.341
H 17.22024 -16.31261 -8.01870 0.5 -0.1 0.8 0.250
O 27.15375 -13.60356 -1.56088 -2.6 1.5 -0.5 -0.583
H 17.46847 -11.15732 -4.71009 0.1 0.2 0.2 0.265
O 28.40394 -17.33619 -6.06932 -0.6 -0.1 -1.7 -0.619
H 32.27339 -13.48580 -6.73452 0.3 0.1 0.0 0.329
H 33.28628 -11.25881 -2.19392 0.0 -1.0 -0.5 0.248
O 23.92823 -12.19056 -1.45014 1.1 -0.7 -0.2 -0.390
O 14.12713 -18.85208 -7.44136 1.4 0.1 -2.0 -0.532
O 22.89631 -14.00412 -2.74179 0.0 -0.6 -0.9 -0.371
C 22.74555 -12.91416 -4.80984 -2.0 1.2 -2.2 0.605
O 28.44922 -18.96182 -7.97144 -0.5 1.1 0.4 -0.611
C 26.11378 -17.88448 -7.33605 0.4 -0.1 0.3 -0.975
H 27.45148 -15.52968 -10.08596 0.0 0.1 0.3 0.330
H 17.39235 -9.85487 -2.23573 -0.2 0.0 0.0 0.275
S 31.95613 -12.14803 -4.82392 0.4 0.3 0.8 1.166
H 21.80417 -17.67941 0.66680 0.2 -0.4 -0.7 0.321
O 22.55628 -18.99711 -1.45207 3.6 0.6 0.5 -0.255
C 21.41228 -21.02093 -1.85730 -0.4 -1.2 -0.6 -1.004
O 28.16738 -16.45745 -8.42263 -0.5 -1.3 2.7 -0.309
H 32.00854 -10.30595 -2.83540 -0.1 0.2 -0.1 0.356
H 18.11758 -18.95992 -7.59928 0.1 0.3 0.2 0.251
O 23.76518 -20.60631 0.23038 -0.2 1.9 -0.9 -0.601
H 22.42997 -18.74577 1.90618 0.4 -0.1 -0.1 0.348
H 25.83091 -18.68943 -8.01438 0.0 0.3 -0.1 0.353
H 19.06265 -13.01647 -11.43671 -0.1 0.1 0.2 0.290
Sn 30.70191 -17.78418 -0.84925 -0.3 0.3 -0.2 1.436
H 20.88906 -19.57912 -0.46541 -0.5 0.4 0.0 0.275
C 25.10677 -12.45101 -0.84757 -1.0 1.5 1.5 0.506
H 35.00910 -9.56056 -2.88561 0.1 -0.8 0.2 0.336
O 33.14278 -11.14250 -4.30325 0.0 -1.3 -1.5 -0.247
H 15.90799 -10.70492 -3.96160 0.3 0.6 0.2 0.262
H 19.64186 -10.81936 -11.93864 0.7 0.3 -0.2 0.263
C 33.93988 -9.41187 -2.73476 0.6 0.5 -1.1 -1.268
S 18.23493 -12.77233 -14.20023 1.6 -1.5 1.6 1.092
O 15.04187 -13.52273 -1.67547 2.3 1.7 -1.4 -0.508
C 22.71513 -18.14573 1.04204 0.9 -0.5 -0.4 -0.947
O 21.74842 -15.06702 -4.48456 2.2 2.8 2.4 -0.578
H 33.79247 -9.14487 -1.68830 -0.1 0.2 -0.2 0.352
H 25.63313 -16.92922 -7.54714 0.2 -0.1 -0.1 0.324
H 21.54997 -21.12131 -2.93390 -0.1 -0.2 0.0 0.281
O 24.90244 -18.49834 -0.68751 -3.2 -2.0 1.0 -0.620
O 25.47937 -12.22542 0.26960 -1.0 0.2 -0.6 -0.466
S 14.92521 -18.60257 -8.63795 -1.4 -1.4 0.7 1.087
O 15.52826 -17.10263 -8.44994 -1.3 -1.6 -1.5 -0.285
O 16.90852 -11.70070 -1.54301 -0.2 -1.6 -0.2 -0.345
C 32.68603 -12.52059 -6.44093 -0.5 0.6 0.7 -0.864
C 17.41970 -18.48638 -8.28981 1.2 1.0 1.0 -0.205
O 16.88760 -12.92615 -13.57844 3.9 0.9 -1.9 -0.503
O 19.41835 -13.61387 -13.34605 -2.0 -1.4 -1.7 -0.348
H 25.86179 -18.17480 -6.31610 0.1 0.0 0.0 0.384
C 21.29191 -19.61195 -1.47771 0.0 0.4 1.1 -0.297
H 23.38235 -17.32097 1.29244 0.2 -0.3 0.1 0.349
H 32.33739 -11.72444 -7.09872 -0.1 -0.1 0.0 0.334
H 33.77213 -12.45532 -6.37607 -0.2 -0.4 0.1 0.326
O 22.21915 -12.65205 -5.90228 2.2 -0.5 3.2 -0.567
C 16.85758 -11.21795 -3.80941 -0.8 -0.4 -0.9 -0.273
O 16.46595 -12.58423 -3.72125 -0.3 -2.3 1.6 -0.307
O 16.40552 -19.37112 -8.48140 -3.7 -1.1 -0.6 -0.315
C 19.81095 -12.94220 -12.22579 0.3 0.8 1.1 -0.352
H 29.47110 -17.79638 -10.30239 0.0 -0.1 -0.3 0.279
O 25.32454 -13.39711 -2.90916 0.3 0.3 0.9 -0.363
H 20.75320 -18.97121 -2.17581 -0.4 -0.2 0.2 0.338
H 21.02370 -11.41185 -13.08938 -0.3 0.7 -0.1 0.285
S 27.91391 -17.75370 -7.37669 0.6 0.8 -0.8 1.220
H 29.00643 -16.67036 -11.62954 0.1 -0.1 0.0 0.365
H 20.74998 -13.37647 -11.88270 -0.1 0.0 0.0 0.287
O 18.58016 -13.17643 -15.54535 -1.6 1.1 1.5 -0.485
H 17.93203 -18.39432 -9.24748 0.1 0.9 0.0 0.264
H 18.65381 -10.96768 -2.58301 0.0 -0.8 0.2 0.238
C 22.41089 -14.13283 -3.98350 -2.6 -4.3 -1.4 0.644
O 23.49779 -12.19649 -4.01222 1.1 1.4 0.1 -0.453
H 27.08158 -17.24395 -10.06127 0.0 -0.2 0.2 0.289
O 19.02227 -11.37680 -13.81288 -0.8 -0.2 -0.1 -0.327
C 16.72409 -17.22915 -7.69948 1.0 0.7 -1.1 -0.295
C 20.00671 -11.50064 -12.70731 -1.6 -0.9 -0.2 -0.201
C 29.14509 -16.78735 -10.55475 -0.2 -0.3 0.2 -1.071
O 17.37049 -14.25296 -1.92021 -1.7 2.9 -1.1 -0.500
C 33.04114 -10.59851 -3.02580 -0.5 1.0 2.3 -0.162
S 23.66821 -19.22846 -0.24456 -0.4 2.2 0.0 1.177
H 33.80532 -8.56761 -3.41095 -0.7 0.2 0.2 0.337
```
Positions in Å, forces in eV/Å.

- E_HOMO: -0.4287 hartree
- Kohn-Sham gap: 0.0614 hartree
- Spin multiplicity: 1
- LUMO level: -9.99 eV
- Charge: +1
- Largest force on an atom: 5.2 eV/A